Entry 1:
C38H48Cl2N4O4S | ωB97M-V/def2-TZVPD

Geometry (Å):
Cl: -6.237 -0.097 -3.113
Cl: 2.504 -7.391 0.995
S: -4.659 0.308 1.369
O: 2.921 -0.814 0.391
O: -4.229 0.163 0.002
O: -3.871 -0.350 2.377
O: 0.458 -1.551 2.108
N: -1.565 2.518 2.287
N: 0.276 -1.314 -2.363
N: 0.290 0.577 1.359
N: 0.180 -1.226 -0.129
C: 4.754 3.399 -1.540
C: 4.027 4.740 -1.363
C: 4.000 -0.978 1.288
C: -2.314 -0.389 -2.568
C: 0.223 -5.987 0.663
C: -4.031 2.468 3.014
C: -4.808 2.094 1.762
C: -0.616 -2.426 -0.423
C: -2.114 -1.750 -2.381
C: 0.331 1.080 2.717
C: 1.782 0.256 -1.350
C: -4.651 -0.732 -2.871
C: -4.478 -2.097 -2.726
C: -6.351 -0.330 1.478
C: 5.836 3.299 -0.461
C: 2.271 -4.818 0.210
C: 3.808 1.264 -0.517
C: 1.544 -3.687 -0.109
C: 1.732 1.244 -2.324
C: -1.070 1.485 3.179
C: -3.571 0.127 -2.817
C: 0.155 -3.677 -0.043
C: -0.441 -3.582 -2.765
C: 2.861 0.247 -0.453
C: -2.717 3.244 2.763
C: 3.733 2.274 -1.466
C: -0.491 -4.846 0.343
C: 5.442 3.358 -2.912
C: -1.945 -2.333 0.322
C: -3.212 -2.597 -2.489
C: 0.732 -0.766 -1.306
C: -0.741 -2.286 -2.008
C: -0.285 1.542 0.452
C: 3.834 -0.163 2.565
C: 0.323 -0.776 1.183
C: 1.604 -5.967 0.596
C: -1.667 1.991 0.941
C: 2.686 2.237 -2.383
H: -1.711 0.591 3.179
H: 4.952 -0.753 0.790
H: -6.301 -1.394 1.283
H: -5.327 -2.760 -2.788
H: 3.762 0.900 2.347
H: -2.032 2.778 0.276
H: 4.681 -0.336 3.223
H: -1.566 -4.885 0.404
H: 2.606 2.989 -3.152
H: -2.912 4.052 2.051
H: -2.413 -1.366 0.154
H: -1.769 -2.453 1.389
H: -6.726 -0.146 2.476
H: -5.875 2.260 1.879
H: 5.404 3.344 0.536
H: -2.640 -3.096 -0.012
H: 3.286 4.894 -2.141
H: 5.937 2.400 -3.055
H: -0.671 -3.432 -3.817
H: -3.092 -3.663 -2.375
H: -3.803 1.550 3.558
H: -0.398 1.123 -0.544
H: 4.740 5.560 -1.404
H: 2.074 -2.795 -0.403
H: -2.421 3.702 3.712
H: 6.189 4.146 -2.980
H: 0.993 1.952 2.741
H: 4.728 3.495 -3.718
H: -6.947 0.162 0.722
H: -1.017 1.889 4.193
H: 0.389 2.405 0.400
H: 6.409 2.380 -0.564
H: -2.344 1.128 0.881
H: 0.721 0.292 3.361
H: -1.471 0.282 -2.522
H: 6.526 4.134 -0.564
H: -3.713 1.189 -2.947
H: 3.980 -2.043 1.534
H: -0.291 -6.886 0.965
H: -4.464 2.616 0.874
H: 3.349 -4.809 0.158
H: 0.924 1.217 -3.039
H: 4.623 1.258 0.186
H: 0.615 -3.823 -2.675
H: -1.020 -4.415 -2.380
H: 2.924 -0.477 3.068
H: -4.656 3.090 3.657
H: 3.522 4.770 -0.400

Summary:
Frontier orbital gap: 8.54 eV
LUMO level: 0.3 eV
Charge: 0



Entry 2:
C38H48N10 | ωB97M-V/def2-TZVPD

Geometry (Å):
N: 4.427 8.895 2.958
N: -7.493 -4.527 -3.396
N: 1.165 -3.424 -5.417
N: -0.164 -8.931 1.044
N: 4.612 1.354 -5.712
N: 1.071 -0.567 -0.639
N: -3.413 2.176 -7.120
N: -6.275 1.844 5.428
N: -1.863 4.546 6.992
N: 7.274 -4.531 0.891
C: -1.483 -8.684 1.153
C: 2.285 -3.999 -4.797
C: -2.390 3.279 -5.566
C: 4.319 7.537 3.214
C: -6.210 -2.782 -3.072
C: -4.990 1.842 3.599
C: 0.543 -7.760 1.291
C: -6.566 -4.919 -2.436
C: -6.558 3.006 4.707
C: 0.396 -4.921 -4.009
C: 7.522 -2.423 0.652
C: 7.430 -3.009 -0.605
C: -0.334 5.205 8.548
C: 4.780 6.856 2.064
C: 1.229 0.930 0.978
C: 0.266 1.388 0.106
C: 4.932 8.996 1.670
C: 0.140 0.450 -0.863
C: 4.800 1.850 -4.651
C: 7.492 -4.368 -0.417
C: -2.075 2.068 -7.347
C: 1.776 -5.005 -3.955
C: -3.630 2.973 -6.065
C: 1.733 -0.286 0.542
C: 0.004 -4.027 -4.987
C: -2.416 5.451 7.839
C: -1.611 -7.422 1.590
C: -5.853 2.945 3.553
C: -7.340 -3.213 -3.790
C: -0.364 -6.750 1.556
C: 5.032 7.782 1.062
C: -5.828 -3.764 -2.138
C: 5.001 2.521 -3.385
C: -1.519 5.851 8.840
C: -5.333 1.105 4.704
C: -0.539 4.456 7.400
C: -1.394 2.547 -6.276
C: 7.457 -3.358 1.617
H: 2.414 -0.997 0.986
H: -0.607 0.370 -1.639
H: -7.917 -2.725 -4.561
H: -7.302 3.682 5.103
H: 1.174 -1.351 -1.267
H: -2.174 3.890 -4.702
H: -2.190 -9.484 0.991
H: -1.009 -3.764 -5.252
H: -0.193 -5.721 1.837
H: 5.285 7.438 0.070
H: 0.239 -9.825 0.803
H: -1.657 6.513 9.683
H: -1.700 1.539 -8.210
H: 7.234 -5.412 1.383
H: 7.408 -1.367 0.851
H: 5.553 1.940 -2.646
H: -3.455 5.731 7.744
H: -2.577 -6.975 1.773
H: 4.897 5.783 2.092
H: 2.386 -5.679 -3.371
H: 0.173 3.770 6.966
H: -0.383 2.252 0.107
H: -5.022 -3.680 -1.424
H: -0.229 -5.459 -3.313
H: 3.249 -3.585 -5.056
H: -8.228 -5.105 -3.781
H: 0.561 5.341 9.138
H: 7.458 -3.386 2.697
H: 7.353 -2.540 -1.575
H: -4.594 3.153 -5.613
H: 5.477 3.477 -3.606
H: 3.990 7.201 4.186
H: 4.024 2.751 -2.961
H: -6.629 -5.876 -1.939
H: -4.266 1.630 2.826
H: 1.247 -2.686 -6.102
H: -4.114 1.750 -7.709
H: -6.686 1.604 6.319
H: -2.310 4.019 6.256
H: -5.756 -1.803 -3.027
H: -0.329 2.589 -6.100
H: -4.882 0.175 5.017
H: 1.620 -7.815 1.226
H: -5.985 3.631 2.729
H: 7.387 -5.219 -1.074
H: 4.262 9.604 3.658
H: 5.087 10.001 1.306
H: 1.675 1.438 1.820

Summary:
ΔE to the lowest compared entry with this formula, charge and spin: 83.9 kcal per mole
Frontier orbital gap: 8.28 eV
LUMO level: 0.4 eV
Charge: 0



- Which of these has the lowest LUMO level?
  C38H48Cl2N4O4S



- What is the formula in the second record?
  C38H48N10